Entry 1:
DFT (the ωB97M-V functional and the def2-TZVPD basis) results for a single C3H7NS molecule at a distorted geometry.

```
! wB97M-V def2-TZVPD RIJCOSX def2/J DEFGRID3
* xyz 0 1
S -1.9154 -0.5107 -0.0355
N 0.9496 -1.4406 -0.2392
C 0.4040 1.1109 -0.4964
C 0.6433 -0.0835 0.3350
C -0.6044 0.5476 0.4216
H -0.8391 1.1311 1.4152
H 1.1619 -2.0981 0.6383
H 0.2042 0.9234 -1.4826
H -0.0176 -1.9982 -0.7818
H 1.1358 1.9223 -0.2046
H 1.4441 -0.1376 1.0722
H -2.5663 0.6333 -0.6423
*
```

Calculated values
ΔE to the lowest compared entry with this formula, charge and spin	68.1	kcal/mol
lowest unoccupied orbital energy	0.796	eV
gap between HOMO and LUMO	0.36308	hartree

Entry 2:
DFT (the ωB97M-V functional and the def2-TZVPD basis) results for a molecular structure, C35H28CuN2P2S2 at a distorted geometry.

```
! wB97M-V def2-TZVPD RIJCOSX def2/J DEFGRID3
* xyz 0 2
Cu -0.1832 -0.3945 -0.3487
S 1.0966 -2.1796 0.3388
S 0.0193 -1.1507 -2.5120
P -0.2886 0.6540 1.7063
P 1.3703 2.5230 0.5254
N 6.7499 -3.2310 -1.6557
N 5.3870 -2.3276 -5.2972
C -1.1704 2.1078 2.3668
C 4.5969 5.7528 -0.2389
C 3.6114 5.5423 -1.1882
C -1.3993 4.0936 3.6843
C 4.3102 -2.5505 -2.0198
C 2.1377 -2.1340 -1.0499
C -0.4627 2.0955 -3.6642
C -2.5096 2.2020 1.9995
C 1.6417 -1.7502 -2.3169
C 0.6844 2.2929 -1.1469
C -1.9916 -1.5798 1.8225
C 3.8010 -2.2189 -3.2946
C 3.6045 4.0604 1.1402
C -1.3872 -0.5617 2.5473
C 5.6569 -2.9380 -1.8451
C -2.7333 4.1823 3.3231
C -0.6115 3.0613 3.2053
C 2.5552 1.1074 0.7755
C 2.6223 3.8284 0.1802
C 2.6205 4.5975 -0.9783
C 1.1973 0.2796 2.7408
C -3.0595 -2.3773 3.8107
C -2.8155 -2.4937 2.4552
C -3.2880 3.2401 2.4712
C 1.4407 1.8355 -2.2221
C -1.6408 -0.4477 3.9113
C -0.6416 2.6788 -1.3459
C 2.5418 0.8372 2.2801
C 4.5839 5.0131 0.9328
C 4.6646 -2.2739 -4.4083
C -1.2119 2.5797 -2.6041
C -2.4773 -1.3510 4.5375
C 2.4749 -1.8364 -3.4290
C 3.4709 -2.5105 -0.9169
C 0.8614 1.7296 -3.4742
H 3.6159 6.1181 -2.1028
H -0.9629 4.8369 4.3360
H -2.9314 1.4406 1.3539
H 1.2241 -0.8150 2.6998
H -2.2373 2.8792 -2.7673
H 1.4394 1.3501 -4.3050
H -0.9105 1.9987 -4.6416
H 3.3327 0.1270 2.5337
H 0.9846 0.5626 3.7752
H 2.4760 1.5565 -2.0748
H -3.2583 -3.2992 1.8903
H -1.1953 0.3604 4.4778
H 5.3600 6.5024 -0.3986
H 5.3393 5.1894 1.6846
H -3.7182 -3.0783 4.3001
H 2.2164 0.2213 0.2322
H 3.8522 -2.7807 0.0572
H -2.6728 -1.2570 5.5955
H -1.8111 -1.6481 0.7529
H 3.5581 1.3687 0.4315
H -3.3487 4.9801 3.7083
H 0.4295 2.9884 3.4966
H 2.0689 -1.5938 -4.3997
H 2.7500 1.7676 2.8160
H -1.2177 3.0543 -0.5070
H 1.8484 4.4659 -1.7222
H 3.5969 3.4942 2.0605
H -4.3242 3.3112 2.1783
*
```

Calculated values
lowest unoccupied orbital energy (spin up / spin down)	0.040 / -2.439	eV
gap between HOMO and LUMO (spin up / spin down)	0.29429 / 0.20343	hartree

Entry 3:
DFT (the ωB97M-V functional and the def2-TZVPD basis) results for a single C21H24FN3O3S molecule at a distorted geometry.

```
! wB97M-V def2-TZVPD RIJCOSX def2/J DEFGRID3
* xyz 0 1
S -4.5934 0.7275 0.4176
F 1.7355 -1.9083 1.9785
O -5.9239 0.8274 -0.0990
O 2.5007 1.6648 -2.1274
O -4.0319 1.8670 1.0743
N -3.6006 0.2339 -0.8390
N 3.3174 0.3296 1.3580
N 2.3967 2.3303 0.0276
C -2.2564 0.5988 -0.9077
C 2.4233 -1.8599 0.8015
C -4.5073 -0.7056 1.5325
C -1.9234 1.9479 -0.7763
C 2.1272 0.8831 1.9758
C 3.8400 2.4110 0.1228
C 0.4115 1.4241 -1.0291
C -4.0756 -2.1810 -0.4435
C 1.7792 2.2496 1.3306
C 3.2126 -0.7440 0.4871
C 4.3195 1.3484 1.1457
C 2.3081 -2.9561 -0.0259
C -4.9799 -1.9198 0.7591
C -4.0951 -0.9975 -1.4164
C 3.8358 -1.9319 -1.5394
C -0.6046 2.3516 -0.8222
C 0.0774 0.0909 -1.2244
C 1.8526 1.8081 -1.1079
C -1.2393 -0.3236 -1.1509
C 3.0145 -2.9967 -1.2152
C 3.9345 -0.8327 -0.7086
H 1.2885 0.2058 1.8397
H -3.4705 -0.7771 1.8505
H 2.9286 -3.8495 -1.8694
H -3.0573 -2.3651 -0.0945
H -4.4184 -3.0714 -0.9733
H -5.1288 -0.7926 -1.7084
H -5.1432 -0.4776 2.3829
H 4.1319 3.4160 0.4432
H 4.3994 -1.9444 -2.4595
H 2.1766 3.0742 1.9299
H -2.7092 2.6675 -0.6254
H 0.8584 -0.6283 -1.4237
H -3.5166 -1.2190 -2.3161
H 0.6999 2.3663 1.2549
H 4.2372 2.2297 -0.8771
H 1.6753 -3.7733 0.2842
H -4.9978 -2.7971 1.4107
H 2.3018 1.0062 3.0508
H 5.2533 0.8853 0.8280
H -1.4623 -1.3685 -1.2964
H -0.3631 3.4001 -0.7245
H 4.4926 1.8209 2.1183
H 4.5665 -0.0180 -1.0167
H -5.9978 -1.7269 0.4140
*
```

Calculated values
ΔE to the lowest compared entry with this formula, charge and spin	46.0	kcal/mol
lowest unoccupied orbital energy	0.552	eV
gap between HOMO and LUMO	0.31311	hartree

Entry 4:
DFT (the ωB97M-V functional and the def2-TZVPD basis) results for a single C18H26N2O4S molecule.

```
! wB97M-V def2-TZVPD RIJCOSX def2/J DEFGRID3
* xyz 0 1
S -4.3533 0.5959 0.5428
O -0.7161 3.0230 0.1437
O -1.8349 -0.0702 -2.4253
O 0.8118 3.3358 -1.4697
O 0.7977 1.6016 2.7341
N -2.4526 1.8698 -1.4354
N 1.7777 1.5773 0.6897
C 4.1019 -1.7933 -0.4134
C -0.3025 3.0371 -1.1203
C -3.4333 -0.1869 -0.7078
C -6.0356 -0.9522 2.1493
C 2.0749 -3.0019 -1.2434
C 2.4421 0.2924 0.7908
C -5.0632 -0.9066 1.0273
C -2.5002 0.5149 -1.5906
C 3.9427 0.4888 0.5781
C 0.9665 2.0754 1.6326
C 1.8453 -0.6869 -0.2381
C 4.6711 -0.8473 0.6361
C 0.3523 -0.8839 0.0257
C 0.2228 3.3462 1.1714
C -4.6029 -1.9358 0.2610
C -3.6793 -1.5325 -0.7197
C 2.6046 -2.0226 -0.1975
C -1.4200 2.6381 -2.0734
H 1.0503 -3.2903 -1.0300
H 2.4644 -2.4629 0.7966
H -4.9175 -2.9549 0.3989
H 4.3288 1.1674 1.3412
H -5.5751 -0.5957 3.0704
H 4.5487 -1.2857 1.6288
H -6.3808 -1.9720 2.3007
H -0.3634 3.7406 2.0018
H 2.1079 -2.5539 -2.2341
H -3.2026 -2.1944 -1.4196
H -0.9924 2.0185 -2.8685
H 1.9697 -0.2445 -1.2339
H -1.8314 3.5500 -2.5207
H 5.7385 -0.6950 0.4653
H 0.1990 -1.5146 0.8990
H -6.8952 -0.3160 1.9400
H -0.1353 0.0703 0.2146
H 4.1048 0.9503 -0.3995
H -0.1390 -1.3346 -0.8313
H 4.2618 -1.3724 -1.4088
H 2.6851 -3.9026 -1.2542
H -2.9207 2.2904 -0.6474
H 1.8691 2.0599 -0.1947
H 4.6252 -2.7507 -0.3693
H 0.9334 4.0931 0.8033
H 2.2492 -0.0763 1.8033
*
```

Calculated values
ΔE to the lowest compared entry with this formula, charge and spin	0.0	kcal/mol
lowest unoccupied orbital energy	0.371	eV
gap between HOMO and LUMO	0.34449	hartree